(1)
82
Properties=species:S:1:pos:R:3 method="wB97M-V/def2-TZVPD" relative_energy_kj_mol=0.00 lumo_energy_ev=-3.81 energy_ev=-74495.0865 total_charge=+1 gap_ev=7.55
Ta -1.6451 -0.1334 -0.6302
S -1.3182 3.5726 -1.6640
O 0.1013 3.6600 -1.8264
O -2.2057 -1.9456 -1.2702
O 0.0385 -0.1483 -1.4641
O -1.9541 4.3470 -0.6459
O -3.5729 -5.4132 1.4041
O -3.3201 -5.0053 3.5718
O -2.5592 0.2457 -2.5373
O -3.0207 -4.0061 -0.9123
O -3.4507 0.3171 0.0093
N 1.8011 -0.4840 1.9383
N -1.7532 1.9766 -1.4813
N 0.8763 -2.4896 -0.1697
N -1.0144 1.1792 1.0500
N -1.5881 -1.4058 2.4602
N -1.7418 -1.5006 1.1398
C 2.0303 -1.7371 2.6607
C 1.4587 -1.8168 -2.4388
C 1.4501 -2.7163 -1.2751
C -2.5748 -2.9584 -0.5194
C 1.1406 1.9067 2.2359
C -3.3662 3.4051 -5.6658
C 2.3544 -1.3830 -4.6543
C -2.3440 -2.6642 0.9197
C -2.8736 4.6462 -5.2741
C -2.0615 -2.4896 3.0854
C 1.4887 0.5711 2.8895
C -3.8137 1.8051 3.3195
C -2.6107 2.4678 -3.6248
C 1.1650 -3.4378 0.8982
C 1.7488 -0.1343 -4.6607
C 0.3281 1.8278 0.9488
C -3.2398 2.2923 -4.8429
C 2.3049 -2.9655 1.8021
C 2.2129 -2.2014 -3.5476
C -3.1887 -4.6678 2.4284
C -3.2106 1.3705 2.1269
C -2.2343 4.8196 -4.0483
C 2.9711 -0.1419 1.1349
C -2.3371 1.4978 -2.5604
C -5.1314 1.5188 3.5872
C -1.8234 1.6899 1.9160
C 0.8365 -0.5676 -2.4864
C -5.3217 0.4110 1.4424
C -2.1201 3.7096 -3.2436
C -5.8791 0.8150 2.6400
C 0.9943 0.2765 -3.5740
C -3.9833 0.6830 1.1729
C -2.5766 -3.3375 2.1196
H -3.8553 3.3077 -6.6252
H 2.0555 2.4381 1.9676
H 0.8832 1.2848 0.1925
H -1.8464 5.7826 -3.7462
H -5.9045 -0.1096 0.6944
H 0.6498 0.2304 3.5107
H 2.9431 -1.7101 -5.4997
H 2.0641 -3.6181 -1.4117
H 0.2665 -3.5762 1.5039
H 3.2055 -2.8243 1.2008
H -3.6193 1.3227 -5.1353
H -3.2215 2.3671 4.0324
H -3.3839 -5.0076 0.5285
H 2.8630 0.8438 0.6886
H 3.8939 -0.1400 1.7355
H 2.5336 -3.7819 2.4915
H -2.0116 -2.6139 4.1546
H 2.3129 0.7383 3.6036
H 2.8756 -1.6150 3.3595
H -1.0914 -0.6154 2.8422
H -1.4193 2.4532 2.5815
H 3.0850 -0.8517 0.3190
H -5.5876 1.8449 4.5106
H 2.7033 -3.1674 -3.5266
H 1.4327 -4.4194 0.4880
H 0.1717 2.8378 0.5692
H 0.6563 2.5465 2.9771
H 1.8683 0.5254 -5.5096
H -2.9873 5.4944 -5.9355
H 0.5314 1.2554 -3.5472
H -6.9192 0.5931 2.8395
H 1.1499 -1.9358 3.2792

***

(2)
75
Properties=species:S:1:pos:R:3 method="wB97M-V/def2-TZVPD" lumo_energy_ev=-4.04 energy_ev=-57954.6294 total_charge=+1 gap_ev=6.13
Zr 1.2220 0.1728 -0.8863
S 3.4860 0.9704 -0.1494
O -0.8820 -0.0891 -1.3295
O 1.7363 0.6038 1.1976
N 2.1985 1.2795 -2.4988
N 3.4138 1.9224 -2.5891
N 0.3518 -1.3786 0.4210
N 5.4048 2.2403 -1.4798
C -2.7283 -0.3026 -4.0843
C -3.3290 -1.0917 -0.3893
C 4.1447 1.7515 -1.4541
C 3.9091 2.6554 5.2650
C -0.0965 -4.0946 1.3236
C 1.2309 0.6306 2.4212
C -1.4698 -0.6069 -3.5262
C -1.7414 0.2689 -6.2163
C 1.1674 -0.8760 2.7594
C 0.0309 -2.4329 -0.4095
C -2.4667 1.5328 3.2222
C 0.2715 -3.0968 2.2014
C -0.1705 -2.1279 -1.8822
C 4.1030 2.8208 3.8966
C 0.5013 -1.7849 1.7283
C -0.1377 1.3608 2.4677
C -1.2582 0.8315 3.1393
C -3.2230 -2.8400 -2.0382
C -0.1995 -3.7622 -0.0088
C -2.5870 2.7872 2.6358
C 2.2098 1.3389 3.4152
C -4.4184 -3.3740 -1.5435
C 3.2604 2.1743 2.9871
C -1.3181 -1.0979 -2.0564
C -0.2929 2.6329 1.8855
C -5.0685 -2.7637 -0.4718
C -2.6502 -1.6813 -1.4760
C -1.4995 3.3367 1.9619
C 2.8675 1.8515 5.7205
C -0.4801 0.0262 -5.6816
C -0.3492 -0.3983 -4.3545
C -2.8667 0.1139 -5.4133
C -4.5217 -1.6227 0.1072
C 2.0250 1.2087 4.8066
H -1.2167 -0.1576 3.5759
H 1.9617 0.5426 -3.4542
H 3.9178 1.9780 -3.4685
H -3.6168 -0.3692 -3.4621
H -3.5311 3.3171 2.6679
H 0.6887 -1.0431 3.7329
H -3.8551 0.3358 -5.7999
H 5.9023 2.2173 -0.5972
H 5.6084 3.0283 -2.0776
H 2.1912 -1.2720 2.8839
H 0.8027 -1.7749 -2.2518
H 1.1982 0.6120 5.1785
H -0.3799 -3.0422 -2.4535
H 0.6469 -0.5163 -3.9355
H -1.5857 4.2914 1.4581
H -4.9985 -1.1368 0.9514
H 4.8999 3.4524 3.5203
H 1.2698 1.9866 -2.8833
H 3.4113 2.3168 1.9178
H -0.2765 -5.1045 1.6643
H -3.3146 1.0730 3.7171
H -2.8916 -0.2119 0.0870
H 0.4130 0.1910 -6.2744
H 2.6951 1.7278 6.7839
H 4.5599 3.1594 5.9701
H -1.8431 0.6108 -7.2396
H 0.6374 0.2422 -2.7050
H -0.4896 -4.5054 -0.7399
H -5.9919 -3.1765 -0.0823
H 0.5413 3.0435 1.3207
H 0.4298 -3.3255 3.2484
H -4.8355 -4.2652 -1.9980
H -2.7285 -3.3152 -2.8799

***

(3)
70
Properties=species:S:1:pos:R:3 method="wB97M-V/def2-TZVPD" relative_energy_kj_mol=0.00 lumo_energy_ev=-10.69 energy_ev=-122969.0854 total_charge=+3 gap_ev=6.05
Pb -0.9399 0.3241 0.6687
Se 1.5838 0.8613 1.2143
S -5.6732 -3.2304 -4.1857
O -2.6438 2.7187 1.9082
N -1.6845 0.4144 -1.4995
N -4.9245 -1.8151 -4.3301
N -1.7574 -1.7578 0.1636
N -5.0285 -3.7481 -2.8072
N 1.1625 3.6858 0.8849
N 0.8992 3.0417 2.9665
C 4.1380 3.3200 3.4384
C -4.1313 -1.6988 -3.2735
C 1.5813 3.6824 -0.5319
C 3.0981 3.5944 -0.6767
C 3.5608 6.0569 -1.1767
C 1.1993 2.6354 1.7215
C -2.5746 -1.7544 -0.9169
C -2.8248 1.5910 1.9741
C 2.2417 2.5788 5.0137
C -3.0393 0.4717 -3.9045
C 0.8030 4.8112 1.6108
C -1.4698 1.4015 -2.3711
C 3.8393 4.8670 -0.2656
C -3.3589 -2.8681 -1.2198
C 0.2694 5.2898 3.9459
C -2.5279 -0.5964 -1.8125
C -3.7676 0.6183 2.5763
C 3.5477 2.2059 4.3004
C -2.1291 1.4574 -3.5923
C -2.3804 -4.0013 0.6560
C 0.0521 6.5895 3.5620
C 0.6474 4.4016 2.9323
C 0.5837 6.1382 1.2250
C -3.2588 -4.0025 -0.4054
C -1.6423 -2.8541 0.9182
C -3.2468 -0.5829 -3.0081
C -4.1903 -2.8024 -2.4043
C 0.9792 2.2609 4.2176
C 0.2083 7.0062 2.2199
H -2.2506 -4.8730 1.2817
H 1.2005 4.6058 -0.9634
H -3.8575 -4.8742 -0.6397
H 2.5229 6.3938 -1.1366
H 3.3900 1.3008 3.7005
H 5.1240 3.0436 3.0664
H -4.2463 0.0540 1.7742
H 3.3142 3.3663 -1.7234
H -3.2089 -0.0687 3.2126
H 4.9077 4.6478 -0.2864
H 4.2837 1.9255 5.0533
H 2.2512 3.6399 5.2741
H 0.1533 4.9752 4.9734
H 0.7090 6.4737 0.2063
H 3.7906 5.8140 -2.2151
H 3.5231 3.5618 2.5670
H -1.9197 2.2675 -4.2762
H -0.9526 -2.8143 1.7520
H -4.5029 1.1855 3.1511
H 3.4560 2.7422 -0.0918
H -0.2436 7.3200 4.3022
H 0.0301 8.0445 1.9758
H -0.7687 2.1733 -2.0808
H 0.0759 2.4841 4.7862
H 4.2534 4.2363 4.0190
H -3.5809 0.4812 -4.8423
H 4.1761 6.9101 -0.8964
H 1.0827 2.8475 -1.0250
H 0.9616 1.2084 3.9379
H 3.6109 5.1168 0.7760
H 2.1501 2.0329 5.9543

***

(4)
127
Properties=species:S:1:pos:R:3 method="wB97M-V/def2-TZVPD" relative_energy_kj_mol=508.24 lumo_energy_ev=-0.44 energy_ev=-146385.5753 total_charge=0 gap_ev=8.94 smiles="O=S1(=O)OCCO1.O=S1(=O)OCCO1.O=S1(=O)OCCO1.O=S1(=O)OCCO1.O=S1(=O)OCCO1.CNC(C)=O.CNC(C)=O.CNC(C)=O.CNC(C)=O.CNC(C)=O.CNC(C)=O"
S 4.4443 0.4121 5.1940
S -7.9022 0.6705 -3.4829
S -0.4143 -0.7380 0.3400
S 6.0940 2.9628 -3.7817
S -0.0944 4.1683 -8.2846
O 7.5098 3.6496 -4.2614
O 5.0939 3.9550 -3.3846
O -2.7370 5.7500 -2.1908
O 5.7566 1.8675 -4.6996
O 3.0951 0.8865 5.0217
O -1.0975 0.0835 1.3387
O 6.8090 2.1727 -2.4841
O -1.6570 4.5956 -8.4434
O 4.6655 -0.9576 5.6185
O -3.1204 -4.7304 8.3999
O -9.3529 0.7129 -3.6697
O 5.2777 0.7142 3.7679
O -0.6112 2.7272 -7.5990
O -7.4592 -0.5915 -2.5434
O 5.3443 1.4900 6.0242
O -0.4581 -0.0940 -1.1977
O 0.4686 3.9015 -9.5959
O 2.1902 -7.8953 -0.7871
O -0.8303 -2.1393 0.4104
O -6.6706 -3.3947 3.5242
O 1.3014 -0.5709 0.4642
O 0.5202 5.0154 -7.2671
O 5.4513 -6.3604 -6.7491
O -7.5180 1.7048 -2.2791
O -6.9619 0.7885 -4.5969
O 1.3045 8.0039 3.1155
N 4.8867 -7.4542 -4.9101
N -1.0562 -5.2392 7.5793
N -2.4970 7.9458 -1.8465
N -8.5463 -3.0117 4.7069
N 1.5744 -6.2543 0.5585
N 0.9426 5.7267 2.6626
C -9.3146 -4.2141 4.7100
C 5.2824 -5.0353 -4.7128
C -1.5250 8.4793 -2.8378
C -6.8384 -1.4173 4.8350
C -7.3151 -2.7691 4.3234
C 5.7944 2.5469 5.1321
C 5.6742 2.0280 3.6706
C -6.2306 -0.3556 -1.9440
C 1.8024 0.1687 -0.6147
C -1.2938 -4.5855 6.2894
C -1.7807 -6.1994 9.5759
C -2.0032 -5.2743 8.5006
C -6.4725 1.1311 -1.4345
C 0.5752 0.8686 -1.3386
C 8.6801 3.0613 -3.7611
C 1.4693 -6.9147 -0.5633
C 4.7504 -8.7044 -5.5716
C -3.6392 6.6247 -0.2358
C 1.4022 6.9648 2.3961
C 0.3432 -6.5558 -1.5361
C 8.2322 2.4800 -2.4198
C 2.3637 -6.7158 1.7589
C -2.4698 3.9752 -7.5054
C 0.1610 5.4316 3.8461
C 5.1805 -6.3100 -5.5757
C -1.9870 2.5852 -7.4704
C 2.0804 7.2028 1.0201
C -2.9551 6.7492 -1.5652
H -2.3212 2.0785 -6.5650
H -5.5388 1.6754 -1.5761
H -5.4267 -0.3883 -2.6793
H 0.2829 -5.4853 -1.7322
H -0.6178 -6.7755 -1.0710
H -2.8329 8.6171 -1.1708
H 4.9148 2.5944 3.1315
H 2.5601 0.7594 -0.0999
H 6.6138 2.0285 3.1180
H 3.1045 -5.9967 2.1087
H -6.0842 -1.0274 -1.0982
H -0.7249 6.0639 3.9058
H -0.2883 -5.8759 7.7376
H -2.0257 -5.0895 5.6582
H 0.3050 1.8484 -0.9448
H -6.7774 1.1378 -0.3880
H -2.1281 8.9529 -3.6125
H -2.1432 -7.1584 9.2059
H -3.4490 3.9667 -7.9843
H -1.0117 9.3388 -2.4066
H 1.7097 -6.9897 2.5868
H -6.2612 -0.8832 4.0801
H 4.3751 -8.5609 -6.5849
H 9.4285 3.8467 -3.6563
H 1.1417 4.9632 2.0322
H 4.4811 -7.3393 -3.9923
H -3.7145 7.5374 0.3553
H 6.7911 2.7079 5.5429
H 8.6498 1.5081 -2.1571
H -9.0471 -2.2218 5.0881
H -3.1695 5.8482 0.3679
H 1.7523 6.4915 0.2621
H -2.0751 -5.9100 10.5847
H 0.7125 5.4495 4.7861
H -0.7269 -6.3106 9.8315
H -0.7887 7.7510 -3.1776
H 8.9853 2.3162 -4.4958
H -6.1901 -1.4468 5.7107
H 0.9062 -5.5007 0.6339
H 3.1444 7.0620 1.2101
H 5.9294 -5.1217 -3.8399
H 1.9937 8.2675 0.8033
H 4.0334 -9.3033 -5.0100
H 0.4349 -7.1340 -2.4556
H -10.3559 -3.9223 4.8463
H -9.2224 -4.7677 3.7756
H -2.4032 4.4940 -6.5491
H 5.7248 -4.2159 -5.2793
H 4.2912 -4.6947 -4.4136
H -0.3309 -4.5970 5.7786
H -1.6034 -3.5669 6.5235
H -4.6625 6.2928 -0.4115
H 8.5009 3.2944 -1.7471
H -2.2897 2.0766 -8.3857
H 2.7680 -7.7268 1.7084
H 5.1158 3.3956 5.2180
H 5.7321 -9.1758 -5.6172
H 0.8971 0.9946 -2.3724
H -0.1550 4.3895 3.7975
H -9.2475 -4.9256 5.5331
H 2.2974 -0.5379 -1.2809
H -7.6768 -0.8179 5.1896

***

(5)
68
Properties=species:S:1:pos:R:3 method="wB97M-V/def2-TZVPD" lumo_energy_ev=-7.36 energy_ev=-150159.8950 total_charge=+1 gap_ev=2.56
K -4.3605 -1.4018 5.4108
Cl -4.7700 2.1461 6.4583
Cl -4.7115 4.7629 5.1973
Cl -3.1995 -0.4439 3.6261
Cl -3.3418 4.3385 7.7185
Cl -1.8778 -4.3509 3.8239
Cl 0.7957 -5.0788 1.8449
P -0.3151 -0.7693 0.1666
Al -2.6087 3.1944 -3.3909
F -3.9634 0.5039 1.4241
F -1.7545 2.6521 -4.7961
F -2.8679 1.7204 -2.4748
F -4.0704 3.9312 -3.8025
F -1.6168 4.2341 -2.4854
O 2.0530 -0.8329 1.9042
O 4.0066 2.1976 -3.4122
O 6.3775 4.5564 -4.2019
O 2.9511 -4.2708 -5.6222
O -5.2483 3.1957 1.8240
O 0.6456 1.0730 2.0151
N 0.9944 1.9037 -2.3647
C -2.7493 0.5432 0.8439
C -0.0518 -2.5096 -0.3425
C 4.3376 3.2578 -3.9525
C -0.3660 0.3910 -1.2454
C -4.7325 3.8962 6.7301
C 3.1530 -0.8164 0.9801
C 0.9193 -2.6715 -1.5172
C -1.9429 -0.7483 1.0706
C 3.9815 0.4861 1.0710
C 6.0867 3.4977 -3.6713
C -0.7622 -5.9473 1.9030
C -1.9152 -5.0163 2.1724
C 0.9857 0.8052 -1.8046
B 0.9683 -0.1310 1.4964
Be -1.1829 0.3618 -3.6693
Be 1.4496 -5.0247 -3.2604
H 0.3069 -3.0573 0.5382
H -2.8562 -5.5546 2.0716
H -1.0118 -0.0023 -2.1109
H -4.9258 2.3774 2.2182
H 4.8079 0.3681 0.3675
H -2.8880 0.7345 -0.2262
H 0.9548 -3.7616 -1.7692
H 3.8365 -1.6449 1.1540
H 1.9487 -2.3814 -1.3067
H -4.6518 3.8723 2.1580
H 4.2194 3.3342 -5.0454
H -0.8509 1.3232 -0.9335
H 4.3124 0.6984 2.0827
H -1.9225 -4.1815 1.4744
H -0.8946 -6.4253 0.9337
H 0.5979 -2.1685 -2.4338
H -0.9959 -2.9909 -0.6110
H 2.7429 -0.8517 -0.0370
H 1.8940 0.1981 -1.7529
H -2.1530 1.3898 1.2060
H 3.4637 -4.9634 -6.0658
H 6.5311 2.5668 -4.0642
H 3.8645 4.1859 -3.5912
H 3.3535 1.2821 0.6507
H 6.1819 3.4105 -2.5749
H -0.6898 -6.7239 2.6597
H 1.9302 2.1132 -2.7273
H -1.7273 -0.9639 2.1183
H 1.4703 1.5781 2.0646
H -5.6316 4.1731 7.2642
H -2.5141 -1.5697 0.6211

***

(6)
9
Properties=species:S:1:pos:R:3 method="wB97M-V/def2-TZVPD" relative_energy_kj_mol=303.90 lumo_energy_ev=0.76 energy_ev=-14477.1872 total_charge=0 gap_ev=9.40 smiles=C#C.NS
S -1.8401 -0.0543 -0.3133
N -3.1971 0.8486 0.1641
C 2.3793 -1.2987 0.8411
C 2.9256 -1.5653 -0.1749
H 3.5123 -2.0264 -0.9986
H -1.3800 0.9116 -1.1471
H -3.4752 0.5605 1.1562
H 1.8930 -1.2468 1.7434
H -3.9472 0.7232 -0.5464

***

(7)
23
Properties=species:S:1:pos:R:3 method="wB97M-V/def2-TZVPD" relative_energy_kj_mol=292.54 lumo_energy_ev=0.55 energy_ev=-11474.7381 total_charge=0 gap_ev=7.90
O 2.4408 0.8028 -0.3289
N 0.9700 -1.0229 -0.3531
N -1.8298 -0.1217 -0.5372
C -0.6573 0.5122 -0.6845
C 0.5881 -2.1673 0.4474
C -0.6426 1.0377 1.8089
C -0.2482 0.9024 -2.0667
C 0.0280 1.1273 0.4480
C 1.5278 0.2442 0.3482
H -1.6207 1.5277 1.8337
H -0.7700 0.0024 2.1376
H 1.2060 -2.2518 1.3523
H -0.0107 1.5238 2.5526
H -2.1983 -0.2963 0.3837
H 0.8290 1.0753 -2.0813
H -0.5187 0.1382 -2.7973
H 0.3328 2.1460 0.2200
H -0.4527 -2.0768 0.7787
H 0.6724 -3.0946 -0.1227
H 1.7433 -0.0380 1.4108
H -2.2650 -0.5675 -1.3298
H -0.7522 1.8388 -2.3270
H 1.6278 -1.2420 -1.0934